Record 1
Entry from the Open Molecules 2025 dataset: a structure of composition C10H16INO5PtS2 (ωB97M-V/def2-TZVPD).

Output
* lowest unoccupied orbital energy: 0.1 eV
* HOMO energy: -8.1 eV
* largest force on an atom: 0.96 eV Å⁻¹
* orbital gap: 8.169 eV

Structure (ORCA input):
```
! RIJCOSX wB97M-V def2-TZVPD def2/J DEFGRID3
* xyz 0 1
Pt -0.508 -0.526 0.857
C -2.127 -2.597 -0.860
S -2.546 -1.152 0.134
C -2.961 -0.039 -1.213
H -2.995 -2.895 -1.448
H -1.867 -3.395 -0.167
H -1.278 -2.374 -1.504
H -2.112 0.081 -1.880
H -3.197 0.927 -0.780
H -3.824 -0.442 -1.742
C -0.157 -1.774 4.677
O 0.058 -1.214 3.373
C -0.866 -1.544 2.449
O -1.746 -2.344 2.662
H 0.709 -1.480 5.262
H -0.242 -2.857 4.624
H -1.067 -1.364 5.113
I 1.809 -2.002 0.464
C 2.080 -0.825 -1.254
C 3.345 -0.346 -1.555
C 3.445 0.502 -2.643
C 2.303 0.824 -3.360
C 1.095 0.286 -2.957
N 0.980 -0.537 -1.913
H 4.198 -0.597 -0.944
H 4.403 0.925 -2.915
H 2.343 1.489 -4.211
H 0.177 0.526 -3.479
C -0.014 4.001 0.642
S 0.168 2.244 0.673
O 0.132 1.797 2.063
O -1.009 1.722 -0.056
O 1.411 1.950 -0.019
H -0.966 4.269 1.093
H 0.025 4.323 -0.395
H 0.802 4.439 1.210
*
```

Here are the Löwdin charges for atoms 1 to 6, given in e: 0.69 -0.35 0.79 -0.35 0.05 0.04


Record 2
Entry from the Open Molecules 2025 dataset: an isolated molecule of C7H13N (ωB97M-V/def2-TZVPD).

Output
* lowest unoccupied orbital energy: 1.1 eV
* HOMO energy: -7.8 eV
* largest force on an atom: 0.36 eV Å⁻¹
* structure (SMILES): C=C[C@@H](C)N(C)C=C
* orbital gap: 8.864 eV

Structure (ORCA input):
```
! RIJCOSX wB97M-V def2-TZVPD def2/J DEFGRID3
* xyz 0 1
C 0.432 -0.318 0.327
C -0.797 0.718 -1.537
C 0.662 0.939 1.172
N -0.790 -0.240 -0.456
C -2.002 -0.540 0.120
C 1.576 -0.664 -0.588
C -2.250 -1.068 1.316
C 2.772 -0.107 -0.606
H 0.306 -1.174 1.002
H -2.833 -0.344 -0.547
H 1.345 -1.472 -1.271
H -1.554 0.435 -2.269
H -1.013 1.739 -1.196
H 0.177 0.713 -2.023
H 1.487 0.787 1.863
H -0.236 1.153 1.747
H 0.885 1.794 0.539
H -1.493 -1.287 2.046
H -3.258 -1.318 1.592
H 3.535 -0.441 -1.289
H 3.051 0.696 0.054
*
```

Here are the Löwdin charges for atoms 1 to 6, given in e: -0.37 -0.07 -0.05 -0.18 -0.21 -0.15


Record 3
Entry from the Open Molecules 2025 dataset: an isolated molecule of C6H7ClS in a non-equilibrium geometry (ωB97M-V/def2-TZVPD).

Output
* lowest unoccupied orbital energy: 0.8 eV
* HOMO energy: -8.9 eV
* largest force on an atom: 6.10 eV Å⁻¹
* structure (SMILES): Cl[C@@H]1C=CSC=CC1
* orbital gap: 9.647 eV

Structure (ORCA input):
```
! RIJCOSX wB97M-V def2-TZVPD def2/J DEFGRID3
* xyz 0 1
C 0.797 -0.825 -0.803
C 0.738 0.813 -0.908
C -0.769 1.143 -0.538
C -1.221 1.292 0.633
C -0.111 -0.880 1.716
C 0.290 -1.340 0.566
H 1.763 -1.276 -1.128
H 0.917 1.281 -1.921
H 1.682 1.180 -0.295
H -1.408 1.224 -1.483
H -2.206 1.769 0.909
H -0.427 -1.546 2.649
H 0.282 -2.468 0.593
S -0.009 1.048 2.040
Cl -0.319 -1.415 -2.031
*
```

Here are the Löwdin charges for atoms 1 to 6, given in e: -0.66 -0.21 -0.27 -0.42 -0.33 -0.27


Record 4
Entry from the Open Molecules 2025 dataset: a structure of composition C27H43N6O4 in a non-equilibrium geometry (ωB97M-V/def2-TZVPD).

Output
* lowest unoccupied orbital energy: -11.3 eV
* HOMO energy: -15.5 eV
* largest force on an atom: 16.14 eV Å⁻¹
* orbital gap: 4.235 eV

Structure (ORCA input):
```
! RIJCOSX wB97M-V def2-TZVPD def2/J DEFGRID3
* xyz 3 1
N -1.438 0.808 2.167
O -1.979 1.902 2.277
O -2.131 -0.096 1.812
O -0.240 0.717 2.431
C 0.834 0.225 -1.591
C 0.915 -0.119 -0.049
C 2.115 -1.137 0.209
C 3.448 -0.524 0.299
C 3.576 0.487 1.385
C 2.554 1.643 1.142
N 1.172 1.150 0.758
O 0.139 2.154 0.754
C 3.039 2.527 -0.026
C 2.369 2.456 2.553
C -0.381 -0.617 0.514
H 0.014 -0.314 -2.065
H 1.787 0.200 -2.119
H 0.505 1.263 -1.644
H 2.144 -2.002 -0.454
H 1.976 -1.766 1.088
H 3.896 -0.033 -0.565
H 4.215 -1.254 0.555
H 4.637 0.735 1.378
H 3.307 -0.084 2.274
H 2.756 3.567 0.140
H 2.534 2.359 -0.977
H 4.128 2.501 -0.072
H 2.048 1.913 3.442
H 1.737 3.325 2.365
H 3.286 2.949 2.875
H -0.908 -1.375 -0.065
H -1.196 0.078 0.717
H -0.337 -1.230 1.414
C -2.153 -2.004 -6.214
N -2.060 -1.172 -4.942
C -1.937 -1.797 -3.752
C -1.775 -1.041 -2.598
C -1.769 0.343 -2.687
C -1.900 0.900 -3.939
C -2.022 0.155 -5.108
C -1.604 1.277 -1.538
C -0.903 2.491 -1.676
C -1.098 3.431 -0.744
N -1.761 3.233 0.411
C -2.306 2.027 0.672
C -2.264 1.081 -0.334
C -1.766 4.231 1.466
H -1.405 -1.514 -6.837
H -3.132 -1.852 -6.668
H -1.884 -2.994 -5.845
H -2.050 -2.871 -3.741
H -1.618 -1.591 -1.682
H -1.920 1.974 -4.048
H -2.084 0.527 -6.121
H -0.470 2.843 -2.600
H -0.692 4.412 -0.944
H -2.714 1.837 1.654
H -2.800 0.152 -0.212
H -2.538 3.991 2.197
H -1.998 5.205 1.035
H -0.729 4.123 1.783
C -1.719 -1.557 4.281
C -0.290 -1.440 3.650
N -0.081 -2.168 2.447
C -0.888 -2.193 1.323
C -0.269 -2.975 0.324
N 0.945 -3.408 0.867
C 0.984 -2.992 2.189
C 1.933 -4.303 0.268
H -1.868 -0.873 5.117
H -1.742 -2.550 4.730
H -2.545 -1.470 3.575
H 0.462 -1.748 4.377
H -0.052 -0.436 3.297
H -1.820 -1.653 1.241
H -0.592 -3.124 -0.695
H 1.858 -3.184 2.793
H 1.497 -5.262 -0.013
H 2.702 -4.539 1.003
H 2.315 -3.930 -0.683
*
```

Here are the Löwdin charges for atoms 1 to 6, given in e: -0.44 0.20 0.00 0.03 0.05 -0.22


Q: Which of these has the highest lowest unoccupied orbital energy?
A: C7H13N


Please write out number 1 again, unchanged.
Entry from the Open Molecules 2025 dataset: a structure of composition C10H16INO5PtS2 (ωB97M-V/def2-TZVPD).

Output
* lowest unoccupied orbital energy: 0.1 eV
* HOMO energy: -8.1 eV
* largest force on an atom: 0.96 eV Å⁻¹
* orbital gap: 8.169 eV

Structure (ORCA input):
```
! RIJCOSX wB97M-V def2-TZVPD def2/J DEFGRID3
* xyz 0 1
Pt -0.508 -0.526 0.857
C -2.127 -2.597 -0.860
S -2.546 -1.152 0.134
C -2.961 -0.039 -1.213
H -2.995 -2.895 -1.448
H -1.867 -3.395 -0.167
H -1.278 -2.374 -1.504
H -2.112 0.081 -1.880
H -3.197 0.927 -0.780
H -3.824 -0.442 -1.742
C -0.157 -1.774 4.677
O 0.058 -1.214 3.373
C -0.866 -1.544 2.449
O -1.746 -2.344 2.662
H 0.709 -1.480 5.262
H -0.242 -2.857 4.624
H -1.067 -1.364 5.113
I 1.809 -2.002 0.464
C 2.080 -0.825 -1.254
C 3.345 -0.346 -1.555
C 3.445 0.502 -2.643
C 2.303 0.824 -3.360
C 1.095 0.286 -2.957
N 0.980 -0.537 -1.913
H 4.198 -0.597 -0.944
H 4.403 0.925 -2.915
H 2.343 1.489 -4.211
H 0.177 0.526 -3.479
C -0.014 4.001 0.642
S 0.168 2.244 0.673
O 0.132 1.797 2.063
O -1.009 1.722 -0.056
O 1.411 1.950 -0.019
H -0.966 4.269 1.093
H 0.025 4.323 -0.395
H 0.802 4.439 1.210
*
```

Here are the Löwdin charges for atoms 1 to 6, given in e: 0.69 -0.35 0.79 -0.35 0.05 0.04